# C33H42ClN3O9SbTi

C33H42ClN3O9SbTi as an isolated structure (ωB97M-V/def2-TZVPD, OMol25).

Each line ends with the Löwdin charge.
CARTESIAN COORDINATES (ANGSTROEM)
Ti -0.906 0.394 -0.956  0.95
O -2.611 3.811 -2.040  0.11
C -2.346 2.740 -1.572  -0.50
O -1.128 2.218 -1.485  -0.18
C -3.419 1.743 -1.020  -0.55
O -4.602 1.969 -1.134  0.08
O -2.875 0.682 -0.497  -0.14
C 0.428 -3.918 2.075  -0.04
O -0.106 -3.610 3.372  -0.07
C -1.429 -3.734 3.628  -0.25
C -1.748 -4.095 4.938  -0.01
C -3.059 -4.250 5.346  -0.09
C -4.096 -4.040 4.444  -0.10
C -3.793 -3.644 3.155  -0.01
C -2.475 -3.477 2.728  -0.18
N -2.244 -3.070 1.393  0.15
C -1.702 -1.849 1.044  -0.34
N -1.435 -1.034 2.077  0.20
C -0.676 0.164 2.135  -0.15
C -0.308 0.908 1.031  -0.12
C 0.418 2.082 1.276  -0.11
C 0.758 2.483 2.553  -0.09
C 0.380 1.718 3.656  -0.04
C -0.343 0.561 3.439  -0.21
O -0.798 -0.269 4.437  -0.10
C -0.448 0.053 5.763  -0.09
N -1.447 -1.566 -0.201  0.07
C -1.726 -2.557 -1.187  -0.22
C -0.684 -3.225 -1.819  -0.03
C -0.939 -4.101 -2.863  -0.08
C -2.244 -4.324 -3.281  -0.09
C -3.295 -3.691 -2.635  -0.01
C -3.040 -2.817 -1.587  -0.27
O -4.056 -2.246 -0.872  -0.11
C -4.896 -1.342 -1.602  -0.05
H 1.443 -4.262 2.261  0.09
H 0.472 -3.039 1.434  0.06
H -0.145 -4.712 1.596  0.10
H -0.923 -4.268 5.617  0.12
H -3.271 -4.542 6.367  0.10
H -5.127 -4.159 4.747  0.10
H -4.581 -3.429 2.442  0.12
H -2.887 -3.440 0.712  0.13
H -1.737 -1.362 2.981  0.13
H 0.702 2.704 0.435  0.06
H 1.317 3.399 2.708  0.10
H 0.642 2.033 4.656  0.09
H -0.873 -0.729 6.389  0.09
H -0.862 1.020 6.061  0.09
H 0.637 0.071 5.892  0.09
H 0.325 -3.018 -1.484  0.11
H -0.117 -4.604 -3.357  0.10
H -2.447 -4.997 -4.105  0.10
H -4.320 -3.868 -2.935  0.12
H -5.410 -0.727 -0.870  0.09
H -5.615 -1.896 -2.211  0.08
H -4.292 -0.688 -2.228  0.06
C 2.345 6.338 -3.193  -0.22
C 3.252 5.510 -2.281  -0.47
Sb 2.522 3.480 -1.986  1.45
C 3.966 2.638 -3.358  -0.46
C 3.641 3.037 -4.797  -0.21
C 3.637 3.234 -0.148  -0.46
C 5.150 3.393 -0.254  -0.20
H 2.702 7.366 -3.303  0.06
H 1.326 6.380 -2.802  0.06
H 2.281 5.905 -4.193  0.05
H 3.310 5.966 -1.289  0.04
H 4.271 5.470 -2.676  0.04
H 3.942 1.554 -3.247  0.03
H 4.963 2.986 -3.079  0.04
H 2.639 2.709 -5.083  0.06
H 4.347 2.601 -5.508  0.06
H 3.678 4.122 -4.926  0.05
H 3.358 2.268 0.274  0.02
H 3.220 3.992 0.521  0.04
H 5.593 2.619 -0.884  0.05
H 5.630 3.326 0.727  0.06
H 5.422 4.358 -0.688  0.05
C 3.560 -0.208 -0.974  -0.10
O 2.253 0.315 -1.209  -0.20
C 1.192 -0.410 -0.663  -0.45
O 1.466 -1.448 -0.094  -0.03
H 3.826 -0.920 -1.760  0.09
H 3.610 -0.712 -0.011  0.08
H 4.253 0.631 -0.998  0.06
Cl -1.853 -0.147 -3.614  0.56
C -0.182 -0.129 -2.886  -0.59
H 0.359 0.700 -3.337  0.01
H 0.279 -1.079 -3.131  0.00

Kohn-Sham gap ... 7.58 eV
Charge ... -1
Energy ... -99978.49731 eV

=====

# C33H42CoN7P

C33H42CoN7P as an isolated structure at a distorted geometry (ωB97M-V/def2-TZVPD, OMol25).

Each line ends with the Löwdin charge.
CARTESIAN COORDINATES (ANGSTROEM)
Co 0.085 -2.096 -0.231  0.46
C 4.222 -2.708 -0.869  -0.05
C 2.874 -2.571 -1.140  -0.11
N 1.938 -2.602 -0.175  0.02
C 2.335 -2.839 1.105  -0.15
C 3.695 -3.001 1.464  -0.16
C 4.654 -2.916 0.431  0.01
C 4.001 -3.224 2.818  -0.05
C 2.989 -3.243 3.756  -0.09
C 1.657 -3.068 3.411  -0.01
C 1.287 -2.894 2.069  -0.18
N 0.055 -2.760 1.485  -0.01
C -1.188 -2.856 2.054  -0.19
C -1.580 -3.097 3.379  -0.01
C -2.922 -3.195 3.710  -0.09
C -3.924 -3.062 2.771  -0.05
C -3.590 -2.823 1.428  -0.17
C -4.534 -2.710 0.388  0.01
C -4.082 -2.499 -0.904  -0.05
C -2.728 -2.361 -1.153  -0.09
N -1.803 -2.434 -0.181  0.04
C -2.222 -2.702 1.086  -0.16
H 4.933 -2.650 -1.678  0.11
H 2.517 -2.393 -2.144  0.11
H 5.708 -2.996 0.660  0.12
H 5.029 -3.362 3.113  0.10
H 3.240 -3.383 4.797  0.10
H 0.934 -3.077 4.204  0.08
H -0.867 -3.234 4.170  0.08
H -3.189 -3.380 4.741  0.10
H -4.963 -3.144 3.051  0.10
H -5.588 -2.790 0.610  0.12
H -4.783 -2.445 -1.722  0.10
H -2.360 -2.174 -2.151  0.11
N 0.124 -0.853 -1.458  -0.27
P -0.069 0.676 -1.199  0.61
N 1.318 1.405 -0.556  -0.20
C 2.527 0.598 -0.428  -0.23
C 3.616 1.343 0.335  -0.18
C 2.972 2.090 1.494  -0.19
C 2.102 3.217 0.934  -0.17
C 1.518 2.831 -0.437  -0.21
N -0.557 1.449 -2.611  -0.21
C -0.998 2.831 -2.714  -0.24
C -0.174 3.604 -3.741  -0.18
C -0.430 3.008 -5.131  -0.20
C -0.698 1.498 -5.030  -0.18
C 0.039 0.918 -3.831  -0.24
N -1.239 1.191 -0.099  -0.20
C -2.632 1.475 -0.350  -0.21
C -3.025 2.639 0.563  -0.18
C -2.844 2.206 2.018  -0.20
C -1.409 1.736 2.254  -0.17
C -1.058 0.661 1.234  -0.23
H 2.895 0.269 -1.409  0.11
H 2.252 -0.293 0.141  0.08
H 4.134 2.049 -0.318  0.11
H 4.348 0.617 0.688  0.11
H 3.733 2.491 2.163  0.11
H 2.354 1.392 2.064  0.11
H 2.694 4.126 0.810  0.11
H 1.298 3.444 1.634  0.09
H 2.194 3.185 -1.230  0.11
H 0.559 3.329 -0.564  0.09
H -0.950 3.292 -1.728  0.09
H -2.049 2.868 -3.038  0.11
H 0.885 3.544 -3.483  0.10
H -0.456 4.658 -3.715  0.11
H 0.431 3.196 -5.774  0.10
H -1.295 3.501 -5.576  0.10
H -0.385 0.999 -5.946  0.11
H -1.765 1.308 -4.897  0.11
H 1.107 1.169 -3.910  0.12
H -0.050 -0.168 -3.788  0.09
H -3.256 0.604 -0.109  0.12
H -2.785 1.711 -1.400  0.09
H -4.056 2.942 0.380  0.11
H -2.378 3.494 0.350  0.11
H -3.526 1.378 2.225  0.11
H -3.089 3.025 2.698  0.11
H -1.300 1.337 3.264  0.11
H -0.720 2.575 2.137  0.10
H -1.714 -0.207 1.390  0.11
H -0.019 0.330 1.340  0.10

Kohn-Sham gap (spin up / spin down) ... 6.38 / 6.45 eV
Energy ... -92251.40953 eV
Spin multiplicity ... 2
<S²> ... 0.79

=====

# C33H42FN4O4S4SiTi

C33H42FN4O4S4SiTi as an isolated structure at a distorted geometry (ωB97M-V/def2-TZVPD, OMol25).

Each line ends with the Löwdin charge.
CARTESIAN COORDINATES (ANGSTROEM)
Ti -0.019 0.370 -0.250  0.99
C 3.000 0.008 1.068  -0.15
N 1.699 0.692 1.159  -0.04
C 1.502 1.550 2.087  -0.07
C 0.284 2.285 2.047  -0.36
C -0.236 3.304 2.828  -0.07
C -1.448 3.692 2.260  -0.09
C -1.653 2.846 1.175  -0.19
N -0.606 2.022 1.047  -0.07
C 3.293 -1.091 2.055  -0.20
C 4.451 -1.014 2.820  -0.05
C 4.844 -2.078 3.626  -0.09
C 4.080 -3.230 3.660  -0.10
C 2.880 -3.286 2.958  -0.09
C 2.495 -2.229 2.151  -0.03
H 3.770 0.778 1.176  0.12
H 3.078 -0.401 0.061  0.11
H 2.263 1.803 2.825  0.15
H 0.265 3.719 3.691  0.10
H -2.083 4.504 2.581  0.09
H -2.463 2.807 0.468  0.03
H 5.074 -0.129 2.754  0.11
H 5.768 -2.022 4.187  0.10
H 4.421 -4.093 4.219  0.10
H 2.289 -4.192 2.989  0.10
H 1.613 -2.276 1.522  0.10
C -0.683 -2.904 3.854  -0.16
Si -1.407 -1.277 3.236  0.43
C -3.261 -1.091 3.549  -0.17
C -0.613 -0.058 4.383  -0.16
N -1.112 -1.079 1.473  -0.07
C -1.663 -2.075 0.721  -0.37
C -2.382 -3.157 1.328  -0.09
C -3.006 -4.187 0.662  -0.10
C -2.985 -4.261 -0.722  -0.12
C -2.307 -3.255 -1.381  -0.05
C -1.688 -2.243 -0.683  -0.24
F -1.114 -1.335 -1.580  -0.09
H -0.739 -2.970 4.942  0.04
H 0.349 -2.846 3.528  0.00
H -1.114 -3.813 3.435  0.03
H -3.470 -1.108 4.622  0.03
H -3.863 -1.870 3.079  0.02
H -3.589 -0.126 3.151  0.02
H -0.839 -0.212 5.440  0.04
H -0.761 0.903 4.008  -0.02
H 0.464 -0.250 4.335  0.03
H -2.446 -3.147 2.404  0.03
H -3.522 -4.945 1.240  0.10
H -3.468 -5.061 -1.266  0.09
H -2.234 -3.235 -2.462  0.12
C -3.306 4.296 -1.966  -0.52
C -2.212 3.762 -2.882  -0.51
S -1.325 2.257 -2.419  0.86
C -2.159 0.863 -3.223  -0.50
C -3.396 0.278 -2.521  -0.49
S -3.416 0.443 -0.713  0.90
C -5.052 1.144 -0.421  -0.52
C -5.168 2.661 -0.450  -0.53
S -4.912 3.454 -2.065  0.88
H -3.515 5.314 -2.301  0.07
H -2.975 4.361 -0.930  0.06
H -1.423 4.511 -2.974  0.08
H -2.609 3.585 -3.883  0.08
H -1.368 0.119 -3.306  0.06
H -2.426 1.157 -4.240  0.09
H -3.541 -0.763 -2.807  0.08
H -4.253 0.862 -2.855  0.04
H -5.344 0.793 0.570  0.08
H -5.736 0.687 -1.138  0.08
H -4.491 3.121 0.269  0.06
H -6.179 2.937 -0.144  0.07
N 1.880 0.632 -2.037  0.03
C 3.029 0.496 -2.918  -0.31
C 3.306 -0.751 -3.457  -0.03
C 4.373 -0.895 -4.333  -0.05
C 5.157 0.200 -4.672  -0.26
C 4.876 1.442 -4.122  -0.06
C 3.806 1.595 -3.254  -0.04
S 6.529 0.009 -5.824  0.39
O 7.085 -1.293 -5.493  -0.37
O 7.396 1.139 -5.526  -0.38
O 5.886 0.072 -7.128  -0.37
H 2.089 1.342 -1.335  0.07
H 1.126 1.041 -2.589  0.03
H 2.689 -1.594 -3.170  0.11
H 4.620 -1.860 -4.756  0.11
H 5.509 2.279 -4.390  0.11
H 3.572 2.567 -2.831  0.10
O 0.773 -0.998 -0.234  -0.33

Kohn-Sham gap ... 6.28 eV
Charge ... -1
Energy ... -126106.75821 eV

=====

The ΔE to the lowest compared entry with this formula, charge and spin results, record by record, are as follows: 0.1148; 0.6051; 5.7535 eV.